Here is a 14-piece molecular cluster, C56H112O28S14 overall from the Open Molecules 2025 dataset. Energies are from ωB97M-V with the def2-TZVPD basis set.

Last column: Löwdin charge in e.
Atoms and positions in Å:
C 6.26 1.48 -4.40  -0.154
C 4.71 1.38 -4.05  -0.215
C 4.59 1.11 -2.59  -0.256
S 5.76 -0.20 -2.27  0.692
O 5.17 -1.42 -2.70  -0.313
O 6.38 -0.06 -0.96  -0.339
C 6.97 0.41 -3.49  -0.200
H 6.53 2.47 -4.03  0.107
H 6.42 1.39 -5.45  0.094
H 4.22 0.65 -4.65  0.100
H 4.18 2.33 -4.32  0.122
H 3.60 0.74 -2.31  0.072
H 4.93 1.96 -1.95  0.093
H 7.23 -0.45 -4.13  0.099
H 7.91 0.77 -3.08  0.100
C -3.90 1.92 2.76  -0.258
C -5.15 2.51 3.23  -0.227
C -5.86 1.41 4.01  -0.179
S -4.53 0.23 4.64  0.671
O -4.57 -1.02 3.90  -0.336
O -4.50 0.24 6.05  -0.309
C -3.20 1.23 3.97  -0.205
H -3.18 2.62 2.34  0.083
H -4.04 1.22 1.95  0.088
H -5.78 2.79 2.37  0.126
H -4.96 3.42 3.86  0.144
H -6.51 0.78 3.38  0.094
H -6.46 1.75 4.87  0.107
H -2.43 0.54 3.61  0.082
H -2.82 1.90 4.71  0.103
C 5.89 2.84 2.81  -0.226
C 5.13 1.47 2.74  -0.177
C 4.44 1.34 1.37  -0.196
S 4.04 3.04 0.89  0.730
O 2.64 3.37 1.00  -0.321
O 4.80 3.34 -0.34  -0.345
C 4.94 3.81 2.24  -0.241
H 6.79 2.70 2.23  0.115
H 6.17 2.96 3.84  0.118
H 4.43 1.61 3.55  0.084
H 5.86 0.68 2.99  0.127
H 3.51 0.83 1.40  0.047
H 5.07 0.92 0.57  0.079
H 4.22 4.05 3.06  0.106
H 5.39 4.77 1.89  0.125
C -0.21 -3.06 4.96  -0.191
C -1.48 -2.71 4.10  -0.194
C -2.54 -3.74 4.36  -0.227
S -1.69 -5.27 4.69  0.703
O -1.72 -6.18 3.54  -0.353
O -2.18 -5.80 5.95  -0.318
C -0.05 -4.54 4.76  -0.227
H -0.29 -2.71 6.01  0.132
H 0.67 -2.59 4.54  0.058
H -1.04 -2.71 3.10  0.103
H -1.91 -1.78 4.44  0.090
H -3.16 -3.80 3.44  0.112
H -3.17 -3.48 5.21  0.110
H 0.35 -4.84 3.79  0.081
H 0.44 -5.20 5.48  0.116
C -2.63 -5.41 0.61  -0.244
C -3.62 -6.13 -0.20  -0.202
C -3.76 -5.38 -1.59  -0.158
S -2.07 -4.72 -1.93  0.740
O -2.10 -3.25 -2.07  -0.343
O -1.39 -5.51 -2.95  -0.340
C -1.40 -5.16 -0.27  -0.193
H -2.35 -5.93 1.52  0.084
H -2.98 -4.38 0.88  0.116
H -4.60 -6.20 0.29  0.123
H -3.29 -7.17 -0.32  0.119
H -4.49 -4.59 -1.52  0.054
H -3.99 -6.06 -2.39  0.092
H -0.66 -4.44 0.12  0.085
H -0.85 -6.08 -0.50  0.112
C 0.35 6.79 3.01  -0.215
C 1.19 5.88 2.18  -0.236
C 0.22 5.10 1.32  -0.202
S -1.26 4.71 2.39  0.754
O -1.02 3.43 3.01  -0.345
O -2.54 5.07 1.77  -0.341
C -0.68 5.90 3.72  -0.173
H -0.19 7.46 2.35  0.124
H 0.90 7.29 3.79  0.118
H 1.82 5.19 2.73  0.093
H 1.91 6.51 1.62  0.124
H 0.62 4.16 0.93  0.061
H -0.26 5.60 0.46  0.100
H -0.20 5.31 4.50  0.099
H -1.51 6.46 4.08  0.088
C -0.77 -0.01 0.73  -0.200
C -1.01 -1.12 -0.30  -0.237
C 0.20 -1.31 -1.15  -0.209
S 1.12 0.25 -1.07  0.714
O 1.16 0.91 -2.34  -0.320
O 2.39 0.03 -0.40  -0.340
C -0.08 1.11 0.02  -0.182
H -0.13 -0.48 1.47  0.098
H -1.76 0.27 1.19  0.110
H -1.86 -0.77 -0.90  0.090
H -1.28 -2.03 0.23  0.103
H -0.02 -1.63 -2.18  0.089
H 0.87 -2.10 -0.76  0.078
H -0.69 1.68 -0.66  0.079
H 0.54 1.75 0.65  0.083
C 1.80 -4.15 -5.48  -0.195
C 2.40 -2.99 -4.63  -0.227
C 3.41 -3.63 -3.73  -0.219
S 2.40 -4.93 -2.96  0.686
O 1.48 -4.32 -2.01  -0.323
O 3.23 -6.01 -2.49  -0.324
C 1.55 -5.31 -4.52  -0.204
H 2.59 -4.37 -6.19  0.104
H 0.91 -3.85 -6.09  0.115
H 1.64 -2.44 -4.05  0.105
H 2.87 -2.25 -5.30  0.121
H 3.92 -3.05 -3.00  0.051
H 4.12 -4.20 -4.37  0.123
H 0.48 -5.40 -4.34  0.075
H 1.97 -6.26 -4.88  0.113
C -1.72 -2.71 -4.94  -0.206
C -3.27 -2.89 -5.19  -0.168
C -3.98 -1.62 -5.69  -0.215
S -2.68 -0.43 -5.81  0.660
O -3.06 0.90 -5.45  -0.314
O -2.05 -0.68 -7.06  -0.308
C -1.51 -1.23 -4.58  -0.181
H -1.16 -2.87 -5.86  0.090
H -1.39 -3.40 -4.19  0.056
H -3.66 -3.11 -4.20  0.081
H -3.38 -3.72 -5.86  0.111
H -4.71 -1.25 -4.97  0.090
H -4.37 -1.73 -6.70  0.107
H -1.80 -0.99 -3.57  0.061
H -0.54 -0.85 -4.81  0.088
C 3.04 5.38 -2.22  -0.224
C 1.95 4.40 -2.54  -0.215
C 1.02 5.05 -3.58  -0.194
S 1.00 6.79 -3.15  0.670
O -0.15 7.20 -2.41  -0.332
O 1.35 7.50 -4.36  -0.324
C 2.37 6.74 -1.91  -0.174
H 3.76 5.50 -3.04  0.126
H 3.57 5.08 -1.33  0.074
H 1.50 4.13 -1.57  0.104
H 2.38 3.44 -2.91  0.113
H 0.04 4.56 -3.57  0.074
H 1.37 5.04 -4.61  0.102
H 1.86 6.76 -0.96  0.079
H 3.00 7.58 -2.16  0.099
C 4.47 -3.81 0.50  -0.188
C 3.62 -5.07 0.70  -0.203
C 2.92 -4.85 2.05  -0.212
S 2.48 -3.11 2.03  0.737
O 2.79 -2.55 3.36  -0.340
O 1.11 -2.99 1.48  -0.344
C 3.59 -2.55 0.69  -0.173
H 4.97 -3.85 -0.45  0.111
H 5.18 -3.87 1.28  0.105
H 4.32 -5.91 0.68  0.123
H 2.88 -5.29 -0.07  0.086
H 3.51 -5.12 2.91  0.107
H 1.93 -5.32 2.13  0.096
H 4.15 -1.78 1.25  0.100
H 2.98 -2.12 -0.10  0.072
C 2.11 -0.28 5.34  -0.186
C 1.48 0.11 4.01  -0.272
C 0.39 1.06 4.38  -0.207
S 1.36 2.32 5.35  0.705
O 0.38 2.92 6.25  -0.340
O 2.16 3.26 4.56  -0.335
C 2.40 1.08 6.10  -0.191
H 3.03 -0.82 5.16  0.102
H 1.35 -0.90 5.82  0.103
H 1.10 -0.78 3.52  0.077
H 2.18 0.60 3.33  0.112
H -0.34 0.64 5.08  0.118
H -0.01 1.54 3.49  0.070
H 2.27 0.95 7.15  0.091
H 3.44 1.38 5.84  0.100
C -2.09 4.34 -1.99  -0.213
C -2.55 3.58 -3.26  -0.184
C -3.05 2.17 -2.89  -0.220
S -3.83 2.39 -1.29  0.717
O -3.15 1.48 -0.39  -0.346
O -5.27 2.44 -1.37  -0.312
C -3.22 4.08 -1.01  -0.215
H -1.85 5.40 -2.15  0.106
H -1.16 3.86 -1.66  0.098
H -1.77 3.63 -4.00  0.097
H -3.35 4.20 -3.69  0.126
H -2.22 1.47 -2.74  0.098
H -3.78 1.63 -3.49  0.071
H -2.99 4.32 0.03  0.060
H -4.07 4.71 -1.28  0.112
C -6.62 -0.32 0.17  -0.190
C -5.62 -1.32 0.88  -0.201
C -4.30 -1.31 0.15  -0.189
S -4.90 -1.37 -1.61  0.722
O -5.31 -2.71 -1.90  -0.324
O -4.03 -0.60 -2.50  -0.335
C -6.42 -0.41 -1.33  -0.204
H -6.40 0.69 0.57  0.107
H -7.60 -0.60 0.52  0.107
H -6.07 -2.35 0.91  0.133
H -5.45 -0.91 1.90  0.072
H -3.72 -2.23 0.16  0.077
H -3.68 -0.46 0.30  0.044
H -7.23 -1.01 -1.72  0.104
H -6.24 0.50 -1.89  0.074

- charge = 0
- maximum force (eV/A) = 3.19
- frontier orbital gap (Eh) = 0.3682
- E_LUMO (Ha) = 0.0050
- E_HOMO (eV) = -9.88

=====

Here is one molecule with the formula C11H9F2N3O from the Open Molecules 2025 dataset. Energies are from ωB97M-V with the def2-TZVPD basis set.

Last column: natural (NBO) charge in e.
Atoms and positions in Å:
C -5.26 -0.66 0.00  -0.401
N -3.88 -0.25 0.00  -0.149
C -2.79 -1.03 0.00  0.029
C -1.69 -0.19 0.00  -0.274
C -2.25 1.11 0.01  -0.035
N -3.57 1.04 0.01  -0.261
H -1.78 2.07 0.02  0.203
C -0.29 -0.65 0.00  0.673
O 0.00 -1.82 -0.01  -0.605
N 0.62 0.38 0.00  -0.590
C 2.01 0.31 0.00  0.164
C 2.73 1.51 -0.01  -0.240
C 4.11 1.50 0.00  -0.249
C 4.79 0.29 0.00  0.301
C 4.08 -0.90 0.00  0.355
C 2.70 -0.90 0.00  -0.310
H 2.16 -1.84 0.00  0.278
F 4.73 -2.07 0.01  -0.305
F 6.13 0.29 0.00  -0.310
H 4.67 2.42 -0.01  0.234
H 2.20 2.45 -0.01  0.208
H 0.24 1.32 -0.01  0.396
H -2.83 -2.10 -0.01  0.233
H -5.31 -1.74 0.06  0.215
H -5.74 -0.32 -0.91  0.218
H -5.77 -0.21 0.85  0.221

- charge = 0
- maximum force (eV/A) = 0.95
- frontier orbital gap (Eh) = 0.3371
- E_LUMO (Ha) = 0.0227
- structure (SMILES) = Cn1cc(C(=O)Nc2ccc(F)c(F)c2)cn1
- E_HOMO (eV) = -8.55

=====

Here is C5F15O15S5Zn as an isolated structure from the Open Molecules 2025 dataset. Energies are from ωB97M-V with the def2-TZVPD basis set.

Last column: natural (NBO) charge in e.
Atoms and positions in Å:
Zn -0.13 0.04 0.29  1.752
C 2.14 -0.70 -3.70  0.795
F 1.44 0.10 -4.52  -0.307
F 2.81 -1.51 -4.48  -0.309
F 2.99 0.04 -3.02  -0.290
S 0.93 -1.76 -2.51  2.170
O 1.69 -2.97 -2.21  -0.696
O 0.69 -0.86 -1.30  -0.807
O -0.24 -2.13 -3.37  -0.652
C -4.37 0.22 0.34  0.749
F -4.76 0.60 -0.89  -0.309
F -3.63 1.11 1.04  -0.300
F -5.50 -0.11 1.07  -0.339
S -3.25 -1.36 0.09  2.296
O -1.86 -0.86 0.22  -1.083
O -3.56 -2.28 1.17  -0.969
O -3.63 -1.98 -1.18  -0.955
C 1.55 1.52 3.69  0.748
F 2.85 1.24 3.49  -0.308
F 0.89 0.47 4.30  -0.311
F 1.30 2.61 4.50  -0.329
S 0.80 1.87 1.95  2.268
O 1.55 1.18 0.91  -1.017
O -0.58 1.22 1.97  -1.030
O 0.77 3.31 1.85  -0.939
C 1.17 -4.11 1.68  0.780
F 1.30 -4.42 0.39  -0.322
F -0.08 -4.20 2.08  -0.310
F 1.90 -4.89 2.47  -0.327
S 1.74 -2.16 2.01  2.266
O 3.04 -1.95 1.37  -0.955
O 0.71 -1.26 1.38  -1.080
O 1.71 -2.01 3.45  -0.945
C 0.42 3.76 -2.06  0.722
F 1.26 2.97 -2.86  -0.351
F 1.15 4.17 -1.01  -0.307
F 0.05 4.88 -2.74  -0.325
S -1.08 2.73 -1.54  2.318
O -1.88 3.65 -0.72  -0.942
O -1.79 2.29 -2.75  -0.965
O -0.54 1.55 -0.84  -1.088

- charge = -2
- maximum force (eV/A) = 5.76
- frontier orbital gap (spin up / spin down) (Eh) = 0.3296 / 0.1196
- spin multiplicity = 2
- E_LUMO (spin up / spin down) (Ha) = 0.1560 / -0.0467
- E_HOMO (spin up / spin down) (eV) = -4.72 / -4.53

=====

Here is a 2-piece molecular cluster, C22H14F3N2O overall from the Open Molecules 2025 dataset. Energies are from ωB97M-V with the def2-TZVPD basis set.

Last column: natural (NBO) charge in e.
Atoms and positions in Å:
F -5.61 1.08 -0.99  -0.302
C -4.27 1.27 -0.73  0.393
C -3.79 2.59 -0.70  -0.219
C -2.41 2.73 -0.52  0.398
F -1.87 3.99 -0.61  -0.302
C -1.55 1.67 -0.27  -0.172
C -2.08 0.32 -0.18  -0.133
C -1.22 -0.74 0.21  0.156
C -1.66 -2.00 0.71  -0.161
C -0.76 -3.12 0.87  -0.089
C -1.25 -4.39 1.16  -0.213
C -2.63 -4.62 1.35  -0.140
C -3.46 -3.50 1.36  0.369
F -4.80 -3.68 1.63  -0.305
C -3.01 -2.21 1.12  -0.170
C -3.46 0.16 -0.53  -0.200
H -4.45 3.45 -0.84  0.279
H -0.49 1.82 -0.14  0.250
H -0.16 -0.56 0.11  0.256
H 0.30 -2.97 0.75  0.228
H -0.56 -5.23 1.23  0.250
H -3.03 -5.62 1.52  0.264
H -3.70 -1.37 1.22  0.253
H -3.90 -0.83 -0.62  0.254
O 1.29 0.42 -2.37  -0.543
C 1.77 0.66 -1.26  0.521
C 2.83 1.65 -0.91  -0.129
C 3.41 1.31 0.31  0.019
C 4.65 1.86 0.67  -0.210
C 5.22 2.80 -0.19  -0.156
C 4.60 3.17 -1.41  -0.207
C 3.41 2.56 -1.80  -0.165
C 2.60 0.23 1.01  -0.438
C 1.64 -0.25 -0.06  -0.252
N 1.87 -1.52 -0.49  0.115
N 2.01 -2.64 -0.75  0.090
H 5.13 1.53 1.60  0.228
H 6.17 3.24 0.08  0.231
H 5.05 3.93 -2.06  0.235
H 2.89 2.75 -2.75  0.242
H 3.22 -0.58 1.42  0.239
H 2.06 0.66 1.87  0.237

- charge = +1
- maximum force (eV/A) = 4.56
- frontier orbital gap (Eh) = 0.2130
- E_LUMO (Ha) = -0.2295
- E_HOMO (eV) = -12.04

=====

Question: maximum force of number 3 (C5F15O15S5Zn)?
Answer: 5.76 eV/A

=====

Question: Which value of charge does entry 1 give?
Answer: 0

=====

Question: What is the charge in the fourth record?
Answer: +1

=====

Question: Number 2 is which compound?
Answer: C11H9F2N3O